# C20H20F3N3O2

The molecule C20H20F3N3O2 (ωB97M-V with the def2-TZVPD basis set, the Open Molecules 2025 dataset).

Structure (XYZ):
```
48
Properties=species:S:1:pos:R:3:lowdin_charge:R:1
C -6.64982 -0.35427 -0.08557 0.004
C -5.37251 0.45366 -0.19555 -0.535
O -5.35277 1.63114 -0.48163 0.059
N -4.26066 -0.28112 0.05148 0.116
H -4.38093 -1.23228 0.36193 0.141
C -2.89260 0.23705 0.08731 -0.374
C -1.96570 -0.96426 0.19753 -0.162
C -0.92989 -1.05387 1.11957 -0.011
C -0.08390 -2.14987 1.13391 0.019
C -0.28649 -3.16813 0.22308 -0.273
C -1.31449 -3.11591 -0.70089 0.004
C -2.14322 -2.01060 -0.70690 -0.030
H -2.94008 -1.95970 -1.43446 0.118
H -1.45145 -3.92458 -1.40110 0.119
F 0.53396 -4.23719 0.23198 0.062
H 0.72678 -2.21346 1.84193 0.124
H -0.75016 -0.27002 1.83546 0.107
C -2.75762 1.25794 1.23357 -0.072
H -2.54811 0.74782 2.17291 0.116
H -3.71454 1.76866 1.33926 0.115
C -1.68805 2.31350 0.91346 -0.111
N -0.64804 1.79418 0.05010 -0.048
C 0.59778 1.60902 0.56758 -0.509
O 0.84610 1.78823 1.74408 0.055
N 1.54720 1.22033 -0.35860 0.164
C 2.86082 0.84717 -0.11379 -0.161
C 3.42612 0.72573 1.15404 0.004
C 4.74321 0.33326 1.30556 -0.005
C 5.50756 0.05687 0.18754 -0.281
C 4.98713 0.16022 -1.09107 0.066
C 3.67303 0.55252 -1.21362 -0.201
F 3.13218 0.65915 -2.45564 0.061
H 5.58385 -0.05692 -1.96135 0.132
F 6.79246 -0.32287 0.33600 0.058
H 5.18039 0.24303 2.28665 0.119
H 2.82035 0.95567 2.01393 0.104
H 1.30999 1.28602 -1.33692 0.126
C -1.08661 1.35266 -1.25874 -0.131
C -2.57132 0.98046 -1.22549 -0.087
H -2.79985 0.34866 -2.08376 0.127
H -3.20548 1.86376 -1.28042 0.112
H -0.92444 2.13950 -2.00878 0.132
H -0.51751 0.46418 -1.55088 0.123
H -2.14951 3.16839 0.41067 0.133
H -1.20771 2.66348 1.82768 0.125
H -6.61286 -1.21468 -0.74966 0.081
H -6.78125 -0.70488 0.93595 0.083
H -7.49260 0.27418 -0.35715 0.083
```

F_max in eV/Å: 0.67
Energy above the lowest of the compared OMol25 structures with the same formula, charge and spin in kcal per mole: 2.3
Multiplicity: 1
E_HOMO in eV: -8.388
Electronic energy in hartree: -1388.5411
LUMO level in Ha: 0.0194
Frontier orbital gap in eV: 8.9
SMILES: CC(=O)NC1(c2ccc(F)cc2)CCN(C(=O)Nc2ccc(F)cc2F)CC1